Record 1
The following is a quantum chemistry calculation of a structure of composition C10H17NO3P, from OMol25.

```
32
Properties=species:S:1:pos:R:3:forces:R:3
C 0.6782 -0.4785 0.8982 0.189 -0.925 1.274
C -0.4025 -0.9754 0.3465 -2.613 0.032 0.143
C -1.2280 -3.1038 -0.6495 1.533 0.106 -0.338
C -1.2961 0.0347 -0.3927 0.534 -0.066 -0.510
C 1.0557 0.9411 0.8379 0.976 -0.732 0.343
C -1.0648 1.5131 -0.0036 0.934 0.172 3.232
C -0.3012 -4.2931 -1.0452 -1.345 3.065 -1.000
C 2.3576 1.2079 1.5818 1.457 -0.101 0.602
C -1.5808 2.5839 -0.9586 0.240 1.285 -2.171
C -1.8248 1.6322 1.4176 -0.238 -0.633 -1.900
N 0.3202 1.8683 0.3785 -0.887 1.266 -0.271
O 1.9315 -0.2671 -2.3071 -0.036 -0.373 -0.320
O -2.1741 -2.7147 -1.2539 -1.084 -0.223 -0.614
O -0.6706 -2.4220 0.3589 1.147 1.661 1.079
P 2.3798 0.2350 -0.9585 1.626 0.019 -0.535
H 1.3157 -1.0484 1.5433 0.421 -0.636 -0.157
H -0.7792 -0.0852 -1.3311 -1.027 0.162 -1.534
H -2.4060 -0.0626 -0.3470 0.983 -0.804 -0.488
H -0.9184 -5.0694 -1.4419 0.072 -0.526 -0.655
H 0.2428 -4.5617 -0.2038 1.099 -0.738 1.389
H 0.3638 -3.7095 -1.7590 -0.601 -1.296 0.465
H 2.6469 2.2331 1.7399 -0.325 0.784 -0.794
H 3.2619 0.6953 1.1339 -0.951 0.549 0.310
H 2.4248 0.8953 2.6317 -0.829 -0.642 -0.021
H -2.6703 2.7967 -0.8751 0.536 -0.385 0.144
H -1.4288 2.3770 -2.1312 0.066 0.243 2.647
H -1.0445 3.5817 -0.6960 -0.802 -1.792 -0.513
H -2.8815 1.7721 1.0447 0.663 -0.010 1.546
H -1.3660 2.3279 2.1199 -0.520 0.782 -0.567
H -1.6241 0.6772 1.9236 -0.646 -0.018 -0.249
H 2.9108 1.5695 -1.0874 -0.224 0.214 -0.024
H 3.7721 -0.1504 -0.5148 -0.350 -0.441 -0.513
```
Positions in Å, forces in eV/Å.

- Orbital gap (spin up / spin down): 0.21973 / 0.21971 hartree
- Net charge: -1
- E_HOMO (spin up / spin down): -2.655 / -2.655 eV
- Energy relative to the best compared isomer or geometry (same formula, charge and spin): 0.000 eV

Taken from the Löwdin analysis, the atomic charges in e are: -0.109 -0.196 -0.543 -0.079 -0.581 -0.551 0.035 -0.133 -0.080 -0.041 0.056 -0.591 0.110 0.026 0.616 0.117 0.109 0.134 0.064 0.043 0.125 0.059 0.015 0.068 0.052 0.113 0.094 0.077 0.064 0.065 -0.054 -0.086


Record 2
The following is a quantum chemistry calculation of a structure of composition C30H47ClN4O2Si2Sr, from OMol25.

```
87
Properties=species:S:1:pos:R:3:forces:R:3
Sr 2.5586 -0.6536 -1.1449 -0.056 0.268 -0.202
C 0.5677 0.4002 2.6705 -0.006 0.053 -0.012
Si 1.6928 -0.8780 1.7888 0.011 -0.262 -0.066
C 2.9752 -1.2978 3.1547 0.012 0.075 0.026
C 0.5879 -2.4755 1.7879 -0.030 0.078 0.081
C 0.1416 -2.8666 3.0618 0.037 0.059 -0.018
C -0.6562 -3.9747 3.2746 -0.026 -0.026 0.058
C -1.0414 -4.7447 2.1877 -0.047 -0.053 0.034
C -0.6187 -4.3803 0.9240 0.024 0.017 -0.085
C 0.1917 -3.2595 0.6791 -0.022 0.004 -0.074
Si 0.6106 -2.9689 -1.1968 -0.055 -0.220 0.139
C -1.1261 -2.9157 -2.0009 -0.006 0.082 0.004
C 1.2504 -4.6932 -1.7525 0.016 0.001 0.022
H 0.1849 0.0228 3.6238 -0.015 0.003 0.012
H -0.2986 0.6481 2.0482 -0.075 0.007 0.010
H 1.1141 1.3277 2.8686 0.008 0.019 0.010
H 2.5046 -1.5150 4.1174 -0.006 -0.006 0.035
H 3.6701 -0.4673 3.3096 0.011 0.019 -0.002
H 3.5667 -2.1778 2.8859 0.002 -0.021 -0.027
H 0.4287 -2.2772 3.9270 0.002 0.008 0.017
H -0.9763 -4.2347 4.2770 -0.002 0.000 0.002
H -1.6686 -5.6181 2.3254 0.001 -0.003 -0.003
H -0.9358 -4.9922 0.0854 -0.006 -0.014 -0.002
H -1.7373 -3.7824 -1.7350 -0.007 -0.039 0.009
H -1.0429 -2.8845 -3.0905 0.005 -0.004 -0.031
H -1.6729 -2.0205 -1.6908 -0.010 0.019 0.011
H 0.5667 -5.5108 -1.5082 -0.046 -0.014 0.001
H 2.2110 -4.9298 -1.2847 0.021 0.001 0.012
H 1.4049 -4.7041 -2.8350 0.005 0.004 -0.028
C -4.5765 1.8282 -1.9731 -0.032 0.012 -0.022
C -3.0852 1.8839 -1.6005 0.029 0.043 0.058
C -2.9045 1.0218 -0.3484 -0.003 -0.020 -0.005
C -2.3010 1.2146 -2.7490 0.027 0.036 0.004
C -2.6436 3.3835 -1.3918 -0.027 0.017 0.061
O -2.5716 4.0345 -2.6634 -0.024 -0.086 -0.073
C -3.6194 4.2558 -0.5308 0.023 0.047 -0.015
C -3.3842 4.5576 0.9611 0.077 0.001 -0.001
C -3.6407 3.4237 1.9171 -0.106 -0.015 0.021
C -4.9331 2.9168 2.0498 0.017 0.001 -0.035
C -5.2043 1.8464 2.8827 0.028 -0.008 0.001
C -4.1665 1.2766 3.6048 0.003 -0.074 0.061
Cl -4.4927 -0.0766 4.6452 0.001 0.022 -0.019
C -2.8798 1.7741 3.5172 -0.055 0.005 -0.041
C -2.6303 2.8499 2.6759 0.071 0.038 -0.013
C -1.2404 3.5747 -0.8005 -0.043 -0.039 0.028
N -0.1503 2.9026 -1.4889 0.156 0.070 -0.025
C 0.5844 1.8889 -1.0399 -0.129 -0.131 -0.071
N 1.4744 1.5299 -1.9585 -0.122 0.278 0.227
C 1.2444 2.4215 -2.9583 -0.065 -0.020 -0.136
N 0.2797 3.2701 -2.7150 -0.103 0.064 0.016
H -4.8246 0.8149 -2.2877 0.002 -0.015 0.002
H -4.8439 2.4899 -2.8024 0.009 0.004 -0.021
H -5.2241 2.0688 -1.1306 0.004 -0.014 0.008
H -3.2076 -0.0010 -0.5798 0.004 -0.019 -0.003
H -3.5109 1.3609 0.4876 -0.035 0.030 0.019
H -1.8680 0.9670 -0.0145 0.059 0.014 -0.005
H -2.8578 0.3429 -3.0931 0.019 -0.034 0.001
H -1.3286 0.8453 -2.4269 0.041 0.004 0.030
H -2.1413 1.8796 -3.5954 -0.044 0.013 -0.017
H -3.3662 3.8169 -3.1623 -0.006 0.025 0.002
H -4.6351 3.8788 -0.6381 0.010 0.014 -0.045
H -3.6013 5.2193 -1.0437 -0.015 0.005 0.042
H -4.0787 5.3660 1.2071 0.030 0.018 -0.009
H -2.3874 4.9708 1.1292 0.009 -0.041 -0.002
H -5.7440 3.3618 1.4838 -0.004 0.010 -0.007
H -6.2057 1.4507 2.9759 -0.018 -0.002 0.004
H -2.0832 1.3211 4.0873 0.056 -0.025 0.020
H -1.6200 3.2414 2.6182 0.001 -0.014 -0.023
H -1.2177 3.2165 0.2271 0.003 -0.018 0.001
H -1.0094 4.6405 -0.8046 -0.067 -0.002 -0.004
H 0.4447 1.4281 -0.0708 0.038 -0.028 0.024
H 1.7906 2.4366 -3.8860 0.053 -0.007 0.006
C 7.3737 -0.8061 -2.6625 -0.029 0.006 0.008
N 6.9515 -1.7291 -1.6124 -0.023 -0.025 0.065
C 7.9048 -2.6871 -1.0592 -0.010 -0.001 -0.005
C 5.6859 -1.6431 -1.1970 0.081 -0.101 0.008
C 5.1595 -2.5561 -0.1252 0.096 -0.151 0.145
O 4.9206 -0.8015 -1.7022 0.227 0.014 -0.115
H 8.4172 -0.9940 -2.8938 0.004 0.014 -0.015
H 7.2536 0.2257 -2.3339 0.005 -0.006 -0.016
H 6.7712 -0.9490 -3.5590 0.012 0.012 0.003
H 8.8562 -2.5508 -1.5637 0.005 -0.014 0.013
H 7.5776 -3.7133 -1.2245 0.016 0.001 0.012
H 8.0593 -2.5237 0.0070 0.009 -0.016 -0.006
H 5.8804 -3.2651 0.2687 0.000 0.015 -0.006
H 4.3140 -3.1249 -0.5212 -0.005 0.006 -0.051
H 4.7825 -1.9528 0.7049 0.004 0.029 -0.018
```
Positions in Å, forces in eV/Å.

- Orbital gap: 0.20866 hartree
- Net charge: 0
- E_HOMO: -5.676 eV

Taken from the Löwdin analysis, the atomic charges in e are: 1.040 -0.290 0.466 -0.291 -0.328 -0.139 -0.106 -0.106 -0.137 -0.329 0.457 -0.281 -0.294 0.012 -0.015 0.013 0.008 0.004 0.002 0.076 0.094 0.094 0.078 0.012 0.006 -0.012 0.007 -0.005 0.002 -0.043 -0.478 -0.012 -0.032 -0.409 -0.025 -0.092 -0.140 -0.251 -0.052 -0.100 -0.664 0.668 -0.096 -0.048 -0.040 -0.091 -0.175 -0.053 -0.200 0.142 0.090 0.090 0.075 0.098 0.068 0.070 0.087 0.066 0.083 0.091 0.097 0.125 0.123 0.108 0.120 0.106 0.100 0.114 0.118 0.148 0.098 0.114 -0.020 -0.128 -0.030 -0.500 0.018 -0.182 0.084 0.097 0.097 0.084 0.097 0.098 0.076 0.089 0.077


Record 3
The following is a quantum chemistry calculation of a structure of composition C12H26N4O7Sr, from OMol25.

```
50
Properties=species:S:1:pos:R:3:forces:R:3
O 0.0172 -0.3026 -3.3024 -0.614 0.733 -0.322
H 0.4079 0.1641 -4.0725 -0.121 -0.351 0.910
Sr 0.7120 -0.4266 -0.6701 1.324 2.171 0.573
N 0.1986 2.7683 0.3481 2.627 1.143 0.659
N 1.8233 1.7042 -1.1387 0.496 2.748 1.721
N -1.5899 -1.5064 0.6301 -1.561 -2.110 0.581
N -0.4510 -2.4731 -1.4010 -1.234 -2.969 -0.155
O -0.6481 3.1643 1.2217 -1.748 0.332 1.042
O -2.4974 -0.9716 1.5441 1.039 -0.353 -0.276
O 0.0528 -2.9531 -2.6309 -0.352 0.392 0.578
O 2.6763 0.7567 -1.4372 1.594 -1.975 -1.354
C 2.3323 2.8059 -0.5213 -1.212 -3.293 -2.520
C 1.4079 3.4235 0.3425 -3.381 -0.755 -0.038
C -1.5962 -2.8496 0.5817 -0.538 3.525 1.195
C -0.9749 -3.3963 -0.6062 1.935 1.767 -2.118
C 1.7794 4.5818 1.1974 0.022 0.411 0.214
H 2.4951 4.2664 1.9809 -0.239 0.243 -0.167
H 0.8985 5.0239 1.6808 0.201 -0.237 -0.139
H 2.2771 5.3617 0.5894 -0.183 -0.272 0.321
C 3.7531 3.1526 -0.7014 0.651 -0.030 0.183
H 3.9865 3.2165 -1.7721 0.001 -0.110 0.214
H 4.4039 2.3763 -0.2749 -0.058 0.105 -0.107
H 3.9951 4.1073 -0.2358 0.024 -0.013 0.011
C -2.2575 -3.7705 1.5552 -0.340 -0.143 0.135
C -0.9622 -4.8522 -0.8854 0.042 -0.325 -0.276
H -2.7925 -3.2393 2.3439 0.188 0.049 -0.193
H -1.5185 -4.4443 2.0099 -0.027 0.237 -0.065
H -2.9706 -4.4317 1.0508 0.018 0.158 0.002
H -0.4217 -5.0085 -1.8180 -0.085 -0.197 0.131
H -1.9779 -5.2553 -0.9853 0.173 0.144 0.011
H -0.4745 -5.4096 -0.0732 -0.091 0.213 -0.181
H -2.5588 0.0440 1.4237 0.195 -0.635 0.015
H 0.0099 -2.1302 -3.1813 0.163 -0.483 0.410
C -0.9656 0.5852 -2.6884 -0.604 0.724 -0.733
H -0.4726 1.4245 -2.1789 0.164 -0.239 0.205
H -1.6349 0.0252 -2.0149 0.510 -0.143 -0.203
H -1.6388 1.0606 -3.4234 0.346 -0.446 0.021
O -3.0314 1.6625 1.4600 0.757 -0.212 -0.954
H -3.3091 1.7809 0.5334 -0.175 0.031 0.530
H -2.1535 2.1597 1.4275 0.219 0.360 0.158
C 1.0740 -1.5351 3.5841 0.172 -0.671 0.004
C 0.7985 -0.2364 2.9235 0.957 1.158 -2.086
C 0.1307 0.7930 3.7651 -0.055 0.449 0.247
O 1.1546 0.0133 1.7479 -0.874 -1.047 2.298
H 1.3873 -1.3641 4.6176 -0.068 -0.120 -0.143
H 1.8341 -2.1124 3.0557 -0.097 0.081 -0.032
H 0.1425 -2.1156 3.6074 0.062 0.082 0.079
H 0.4934 1.8007 3.5309 -0.257 -0.240 -0.245
H -0.9527 0.7524 3.5890 0.173 0.098 -0.045
H 0.3113 0.5863 4.8227 -0.139 0.011 -0.095
```
Positions in Å, forces in eV/Å.

- Orbital gap (spin up / spin down): 0.13700 / 0.13499 hartree
- Net charge: 0
- E_HOMO (spin up / spin down): -4.738 / -4.682 eV
- Energy relative to the best compared isomer or geometry (same formula, charge and spin): 0.000 eV

Taken from the Löwdin analysis, the atomic charges in e are: -0.207 0.132 1.562 -0.111 -0.308 0.008 -0.123 -0.267 -0.064 -0.055 -0.443 -0.328 -0.329 -0.267 -0.269 -0.068 0.081 0.062 0.074 -0.050 0.084 0.080 0.062 -0.018 -0.005 0.082 0.094 0.090 0.081 0.101 0.102 0.062 0.074 -0.160 0.058 0.074 0.100 -0.088 0.062 0.025 -0.010 -0.446 0.005 -0.101 0.091 0.091 0.097 0.101 0.101 0.083


Record 4
The following is a quantum chemistry calculation of a cluster of 2 separate species, C2H3I2NO in total, from OMol25.

```
9
Properties=species:S:1:pos:R:3:forces:R:3
C -0.3239 -1.0887 -0.4194 1.469 -0.574 -0.372
C 0.4916 0.0441 -0.8202 0.227 0.528 0.059
N 1.3574 0.7413 -1.1402 -1.383 -0.199 0.949
O 2.1400 1.6233 -1.3532 0.924 0.452 -0.561
H 0.3693 -1.9040 -0.5280 0.256 -0.814 0.324
H -0.7356 -1.1246 0.5669 -0.085 0.544 0.570
H -1.0551 -1.3146 -1.1347 -1.380 0.036 -0.960
I -2.3504 1.1473 2.0480 0.153 0.109 0.096
I 0.1067 1.8759 2.7809 -0.181 -0.081 -0.106
```
Positions in Å, forces in eV/Å.

- Orbital gap: 0.27470 hartree
- Net charge: 0
- Structure (SMILES): CC#[N+][O-].II
- E_HOMO: -9.366 eV
- Energy relative to the best compared isomer or geometry (same formula, charge and spin): 2.481 eV

Taken from the Löwdin analysis, the atomic charges in e are: -0.074 -0.048 -0.146 -0.008 0.083 0.021 0.063 0.056 0.054


Number 1: energy -1012.98290 hartree, strongest force on any atom 0.0679 hartree/bohr. Number 2: energy -2610.75241 hartree, strongest force on any atom 0.0074 hartree/bohr. Number 3: energy -1249.04826 hartree, strongest force on any atom 0.0840 hartree/bohr. Number 4: energy -803.29946 hartree, strongest force on any atom 0.0329 hartree/bohr.